ORCA calculation (the ωB97M-V functional and the def2-TZVPD basis) on C30H18BaBr3N5O4S as an isolated structure in a non-equilibrium geometry.

```
62
C30H18BaBr3N5O4S, DFT the ωB97M-V functional and the def2-TZVPD basis
Ba 0.303 -0.639 -0.446
Br -0.136 -2.783 -7.546
C 0.386 -1.988 -5.902
C 1.652 -2.276 -5.383
C 2.048 -1.698 -4.211
C 1.198 -0.826 -3.457
O 1.597 -0.321 -2.374
C -0.109 -0.567 -4.019
C -1.028 0.378 -3.463
N -0.861 0.965 -2.331
C -1.730 1.889 -1.802
C -3.051 2.076 -2.177
C -3.871 3.001 -1.520
C -3.397 3.741 -0.471
C -2.064 3.572 -0.036
C -1.539 4.262 1.081
C -0.253 4.021 1.472
C 0.506 3.099 0.726
N 0.059 2.451 -0.312
C -1.218 2.655 -0.703
C -0.473 -1.156 -5.243
H 2.301 -2.967 -5.904
H 3.010 -1.930 -3.774
H -1.887 0.617 -4.107
H -3.476 1.465 -2.961
H -4.902 3.109 -1.840
H -4.036 4.441 0.056
H -2.177 4.947 1.627
H 0.176 4.482 2.349
H 1.521 2.871 1.036
H -1.453 -0.941 -5.655
Br -0.570 -4.043 3.722
C 1.026 -3.042 3.516
C 1.991 -3.131 4.500
C 3.155 -2.411 4.403
Br 4.456 -2.586 5.789
C 3.380 -1.546 3.312
C 4.527 -0.742 3.155
C 4.631 0.091 2.076
C 3.574 0.123 1.150
N 2.500 -0.616 1.265
C 2.379 -1.457 2.304
C 1.146 -2.254 2.351
O 0.303 -2.204 1.437
H 1.818 -3.778 5.349
H 5.312 -0.794 3.899
H 5.501 0.717 1.930
H 3.618 0.771 0.280
O -2.147 -0.651 -0.123
C -2.108 -0.136 0.993
C -3.348 -0.031 1.872
C -2.815 0.619 3.130
C -1.340 0.891 2.782
O -0.583 1.494 3.534
N -1.018 0.398 1.562
H -3.764 -1.028 2.015
H -4.088 0.572 1.344
H -2.848 -0.030 4.006
H -3.299 1.561 3.393
S 1.306 -3.733 -1.403
C 0.408 -4.281 -2.676
N -0.200 -4.698 -3.577
```

Results
ΔE to the lowest compared entry with this formula, charge and spin   153.6 kJ/mol
Kohn-Sham gap   0.2109 hartree
Max |F|   1.8 eV/A
E_HOMO   -1.90 eV
Total charge   -2
Lowest unoccupied orbital energy   3.8 eV

ORCA calculation (the ωB97M-V functional and the def2-TZVPD basis) on C30H18N9SV as an isolated structure in a non-equilibrium geometry.

```
59
C30H18N9SV, DFT the ωB97M-V functional and the def2-TZVPD basis
V 0.403 0.402 -0.964
C 4.177 -0.371 -2.609
C 4.887 -1.003 -1.589
C 4.355 -1.049 -0.323
C 3.107 -0.477 -0.051
N 2.419 0.131 -1.050
C 2.964 0.178 -2.289
N 2.676 -0.555 1.276
C 1.609 0.037 1.691
N 0.646 0.645 0.921
C 0.037 1.608 1.691
N -0.556 2.676 1.275
C -0.478 3.106 -0.051
C -1.050 4.354 -0.323
C -1.003 4.887 -1.589
C -0.371 4.176 -2.610
C 0.178 2.964 -2.289
N 0.131 2.418 -1.050
C 0.336 1.314 3.122
C -0.119 1.883 4.292
C 0.422 1.407 5.486
C 1.407 0.423 5.486
C 1.883 -0.119 4.292
C 1.315 0.336 3.122
H 4.557 -0.304 -3.619
H 5.852 -1.450 -1.791
H 4.872 -1.519 0.503
H 2.379 0.673 -3.055
H -1.520 4.871 0.503
H -1.451 5.852 -1.791
H -0.304 4.557 -3.620
H 0.673 2.379 -3.055
H -0.868 2.665 4.279
H 0.080 1.815 6.429
H 1.814 0.080 6.429
H 2.665 -0.868 4.280
S -4.880 -4.880 -0.289
N -5.031 -3.281 -0.408
C -3.805 -2.807 -0.557
C -3.460 -1.403 -0.751
C -4.419 -0.405 -0.899
C -3.998 0.872 -1.167
C -2.637 1.130 -1.249
N -1.694 0.203 -1.054
C -2.113 -1.070 -0.828
C -1.070 -2.113 -0.828
N 0.203 -1.695 -1.054
C 1.130 -2.638 -1.250
C 0.872 -3.999 -1.168
C -0.406 -4.419 -0.899
C -1.403 -3.460 -0.751
C -2.807 -3.805 -0.557
N -3.282 -5.031 -0.408
H -5.469 -0.660 -0.824
H -4.701 1.680 -1.317
H -2.298 2.130 -1.479
H 2.130 -2.299 -1.479
H 1.679 -4.702 -1.318
H -0.661 -5.469 -0.825
```

Results
Kohn-Sham gap (spin up / spin down)   0.2193 / 0.2720 hartree
2S+1   4
Max |F|   1.8 eV/A
E_HOMO (spin up / spin down)   -9.38 / -10.90 eV
Total charge   +1
Lowest unoccupied orbital energy (spin up / spin down)   -3.4 / -3.5 eV

ORCA calculation (the ωB97M-V functional and the def2-TZVPD basis) on C30H20AsCl2N3O9SW as an isolated structure in a non-equilibrium geometry.

```
67
C30H20AsCl2N3O9SW, DFT the ωB97M-V functional and the def2-TZVPD basis
W 0.293 0.198 -1.275
O -2.161 -0.939 -2.865
As -0.491 -1.615 -2.969
O -0.896 -3.125 -3.406
O -0.149 -1.563 -1.029
C 1.469 0.878 -3.055
C 1.125 1.931 -3.896
C 2.054 2.425 -4.808
C 3.335 1.904 -4.899
C 3.704 0.856 -4.069
C 2.758 0.378 -3.185
S 3.036 -0.928 -2.068
O 2.303 -2.075 -2.541
O 4.385 -1.116 -1.657
O 2.209 -0.265 -0.888
H -2.739 -1.708 -2.983
H 0.148 2.383 -3.850
H 1.768 3.251 -5.448
H 4.045 2.317 -5.604
H 4.696 0.424 -4.098
Cl 2.705 4.478 -0.397
C 2.381 3.227 0.745
C 2.981 3.287 2.028
C 2.736 2.327 2.965
Cl 3.467 2.442 4.535
C 1.896 1.222 2.670
C 1.570 0.144 3.530
C 0.772 -0.869 3.083
C 0.300 -0.851 1.749
N 0.583 0.150 0.957
C 1.348 1.185 1.390
C 1.538 2.199 0.425
O 0.878 2.027 -0.712
H 3.635 4.116 2.257
H 1.962 0.136 4.538
H 0.508 -1.702 3.716
H -0.293 -1.656 1.338
O -2.693 0.032 1.542
C -2.681 0.643 0.509
N -3.696 1.387 -0.049
C -3.301 2.132 -1.246
C -1.936 1.507 -1.399
O -1.081 1.563 -2.328
N -1.599 0.754 -0.394
C -3.184 3.628 -0.958
C -1.971 4.303 -1.003
C -1.921 5.660 -0.703
C -3.074 6.343 -0.357
C -4.289 5.668 -0.313
C -4.343 4.320 -0.617
C -4.156 1.834 -2.471
C -3.950 2.579 -3.628
C -4.676 2.298 -4.773
C -5.619 1.279 -4.768
C -5.826 0.538 -3.616
C -5.091 0.810 -2.469
H -4.494 1.634 0.511
H -1.055 3.788 -1.268
H -0.970 6.176 -0.742
H -3.031 7.398 -0.122
H -5.195 6.198 -0.049
H -5.298 3.805 -0.610
H -3.219 3.378 -3.633
H -4.507 2.878 -5.671
H -6.187 1.062 -5.663
H -6.556 -0.260 -3.606
H -5.235 0.212 -1.580
```

Results
ΔE to the lowest compared entry with this formula, charge and spin   263.0 kJ/mol
Kohn-Sham gap   0.2560 hartree
Max |F|   1.7 eV/A
E_HOMO   -8.83 eV
Total charge   0
Lowest unoccupied orbital energy   -1.9 eV

ORCA calculation (the ωB97M-V functional and the def2-TZVPD basis) on C30H21Cl2MnN6O6S2 as an isolated structure in a non-equilibrium geometry.

```
68
C30H21Cl2MnN6O6S2, DFT the ωB97M-V functional and the def2-TZVPD basis
Mn 0.608 2.348 -0.228
Cl 1.046 7.212 -0.382
C 2.301 6.032 -0.395
C 3.624 6.449 -0.272
C 4.646 5.524 -0.249
Cl 6.276 6.068 -0.044
C 4.397 4.139 -0.331
C 5.373 3.127 -0.229
C 4.955 1.812 -0.244
C 3.606 1.498 -0.369
N 2.645 2.426 -0.470
C 3.048 3.733 -0.454
C 1.966 4.669 -0.481
O 0.778 4.163 -0.524
H 3.843 7.501 -0.171
H 6.413 3.389 -0.121
H 5.669 1.010 -0.141
H 3.283 0.464 -0.367
C -4.933 -3.260 -1.068
C -4.420 -1.869 -0.853
C -5.228 -0.890 -0.284
C -4.761 0.405 -0.121
C -3.481 0.721 -0.532
C -2.668 -0.236 -1.108
C -3.129 -1.532 -1.254
S -2.887 2.419 -0.414
O -3.804 3.140 0.435
O -2.708 2.898 -1.754
N -1.383 2.342 0.252
C -1.206 2.232 1.578
C -2.156 1.779 2.517
C -1.748 1.530 3.806
C -0.427 1.786 4.177
C 0.434 2.283 3.220
N 0.080 2.484 1.955
H -5.926 -3.378 -0.645
H -4.263 -3.986 -0.614
H -4.984 -3.482 -2.133
H -6.238 -1.135 0.017
H -5.385 1.182 0.296
H -1.691 0.064 -1.459
H -2.488 -2.278 -1.703
H -3.167 1.604 2.187
H -2.441 1.110 4.522
H -0.088 1.589 5.181
H 1.464 2.507 3.462
O 2.081 -7.741 -2.882
S 1.149 -6.661 -3.129
O 1.662 -5.583 -3.946
O -0.224 -7.050 -3.399
C 0.905 -5.890 -1.448
N 0.730 -6.749 -0.478
C 0.469 -6.174 0.713
C 0.399 -4.815 0.873
C 0.608 -3.982 -0.259
N 0.863 -4.608 -1.447
C 0.576 -2.564 -0.234
C 0.850 -1.788 -1.394
C 0.868 -0.426 -1.336
N 0.633 0.293 -0.198
C 0.358 -0.448 0.907
C 0.307 -1.809 0.936
H 0.315 -6.862 1.535
H 0.193 -4.389 1.842
H 1.058 -2.313 -2.313
H 1.094 0.166 -2.220
H 0.187 0.103 1.819
H 0.072 -2.300 1.867
```

Results
Kohn-Sham gap (spin up / spin down)   0.2271 / 0.2325 hartree
2S+1   6
Max |F|   4.2 eV/A
E_HOMO (spin up / spin down)   -5.45 / -5.67 eV
Total charge   -1
Lowest unoccupied orbital energy (spin up / spin down)   0.7 / 0.7 eV

ORCA calculation (the ωB97M-V functional and the def2-TZVPD basis) on C30H21Cl2N4O2RhSi as an isolated structure.

```
61
C30H21Cl2N4O2RhSi, DFT the ωB97M-V functional and the def2-TZVPD basis
Rh -0.195 0.486 -1.300
Cl -3.661 -5.307 -1.013
C -3.227 -3.642 -1.141
C -1.918 -3.311 -1.318
C -1.552 -1.941 -1.375
N -0.306 -1.465 -1.467
C 0.929 -2.180 -1.575
O 0.990 -3.411 -1.578
C 2.033 -1.270 -1.655
C 3.364 -1.740 -1.677
C 4.400 -0.861 -1.759
C 4.121 0.536 -1.830
C 2.825 0.949 -1.797
N 1.770 0.103 -1.705
C -2.575 -0.923 -1.270
C -3.908 -1.296 -1.111
C -4.225 -2.634 -1.041
Cl -5.868 -3.075 -0.810
N -2.100 0.368 -1.303
C -2.841 1.582 -1.222
O -4.070 1.608 -1.161
C -1.957 2.715 -1.173
C -2.465 4.023 -1.044
C -1.614 5.082 -0.951
C -0.212 4.841 -0.966
C 0.237 3.561 -1.088
N -0.585 2.493 -1.223
H -1.151 -4.065 -1.383
H 3.514 -2.810 -1.627
H 5.421 -1.215 -1.777
H 4.912 1.266 -1.911
H 2.578 1.999 -1.851
H -4.670 -0.537 -1.029
H -3.540 4.138 -1.015
H -1.995 6.089 -0.853
H 0.501 5.648 -0.878
H 1.294 3.341 -1.072
C -1.693 -3.763 2.308
C -2.550 -2.674 2.327
C -2.072 -1.411 1.999
C -0.733 -1.220 1.646
C 0.116 -2.332 1.635
C -0.357 -3.591 1.964
Si -0.208 0.469 1.086
C 1.440 1.092 1.661
C 2.628 0.369 1.515
C 3.830 0.882 1.976
C 3.865 2.131 2.582
C 2.699 2.868 2.722
C 1.495 2.353 2.262
H -2.065 -4.749 2.554
H -3.591 -2.805 2.591
H -2.755 -0.568 2.000
H 1.156 -2.226 1.351
H 0.313 -4.441 1.936
H -1.260 1.439 1.458
H 2.627 -0.596 1.021
H 4.740 0.310 1.852
H 4.805 2.531 2.942
H 2.725 3.845 3.188
H 0.589 2.939 2.371
```

Results
ΔE to the lowest compared entry with this formula, charge and spin   42.1 kJ/mol
Kohn-Sham gap (spin up / spin down)   0.1811 / 0.2234 hartree
2S+1   5
Max |F|   0.2 eV/A
E_HOMO (spin up / spin down)   -5.55 / -9.12 eV
Total charge   0
Lowest unoccupied orbital energy (spin up / spin down)   -0.6 / -3.0 eV